{"formula": "C30H28N4O6RhS3", "method": "ωB97M-V with the def2-TZVPD basis set", "charge": -2, "lumo_ev": [4.26, 3.39], "energy_ha": -3135.4692, "multiplicity": 6, "s_squared": 8.78, "gap_ev": [3.6, 5.4], "homo_ha": [0.0261, -0.0756], "elements": ["H", "H", "N", "C", "H", "H", "O", "H", "H", "C", "H", "H", "H", "C", "N", "C", "H", "C", "S", "Rh", "H", "C", "C", "H", "O", "H", "C", "H", "H", "H", "C", "C", "C", "C", "O", "S", "C", "C", "H", "H", "C", "H", "H", "C", "H", "O", "C", "C", "H", "C", "H", "C", "C", "N", "C", "H", "C", "H", "C", "C", "C", "H", "O", "C", "N", "H", "C", "C", "S", "H", "O", "C"], "coordinates": [[3.016600, 2.244300, 1.135700], [4.400300, -1.682300, -0.372500], [2.580100, 0.516000, -0.705100], [3.579500, 5.399400, 2.196500], [-5.012300, -3.141500, 2.112400], [4.633400, 6.903400, 1.084700], [-0.751200, -3.914000, -1.994600], [-4.256100, -3.064000, 6.805600], [3.381800, 6.044600, 3.043500], [-4.390700, -2.590300, 2.800700], [4.395100, -0.191500, 0.559200], [4.520500, -1.740000, 1.408300], [-1.749500, -3.260100, 0.558200], [4.474800, 2.801000, -1.080000], [1.872500, -0.311200, 0.056000], [4.150200, 3.708200, 0.038100], [-4.077000, 2.802900, -2.085000], [0.643900, -2.066400, 2.051700], [3.023700, 2.551100, -2.262800], [-0.425000, -0.161600, 0.016500], [5.094600, 5.432100, -0.827400], [0.101600, -3.126000, 2.821900], [3.391900, 3.256000, 1.126800], [-2.268600, 1.405700, -1.125300], [-1.483100, 1.514400, 1.253200], [-0.884600, -2.970900, 3.240800], [-4.519800, 3.786000, -0.207700], [5.259600, 3.201100, -1.721600], [3.556400, -3.682900, 1.226000], [-3.104600, -1.743000, 7.056600], [-3.646600, -1.537900, 2.308300], [-2.849500, -0.779500, 3.143100], [-2.801200, 2.146500, -0.536900], [-0.838500, -2.866400, -1.361000], [-4.759900, -2.067700, 0.016000], [0.302000, 1.814900, -1.346200], [-2.778600, -1.108900, 4.486200], [2.605000, -3.493200, 1.705500], [-2.533300, -3.314700, 6.516100], [-4.711600, 4.429700, 1.838300], [4.066300, -1.230000, 0.562300], [-2.279300, 0.035400, 2.725300], [0.338300, -5.092400, 3.623000], [3.117600, 4.088700, 2.190200], [-2.811300, 3.028200, 2.627400], [0.027500, -0.948900, 1.991800], [0.785500, -4.301000, 3.033500], [-4.325200, -2.909300, 4.144800], [-2.143100, -0.533500, 5.146000], [2.053900, -4.483800, 2.489000], [-4.914600, -3.727500, 4.538000], [-3.348700, -2.595700, 6.428800], [4.289600, 5.875100, 1.099500], [-2.433800, 2.230200, 0.760800], [-4.159400, 3.822300, 1.135100], [2.537400, 3.716400, 3.023600], [4.554400, 5.047300, 0.028500], [2.602700, -5.402700, 2.664800], [1.943600, -2.279300, 1.457500], [1.992500, 1.491900, -1.319200], [-2.038900, -2.721000, -0.361700], [4.714400, 1.791100, -0.751000], [-4.190300, 0.244300, 0.507500], [-3.808900, 2.917300, -1.045100], [-2.316900, -1.345700, -0.089500], [-5.345400, 4.373500, -0.579900], [-3.499500, -2.183800, 4.994000], [-3.124000, 3.052800, 1.594400], [-3.766800, -1.142000, 0.547300], [-2.929300, -3.211000, -0.778100], [-0.062100, -1.884900, -1.416600], [2.559800, -1.259900, 0.672900]], "forces_ev_per_angstrom": [[0.0, -0.2, -0.1], [0.2, 0.0, -0.2], [0.4, -2.3, 1.3], [0.0, 0.0, -0.1], [-0.1, -0.1, 0.0], [0.0, 0.0, 0.0], [0.1, -0.5, -0.3], [-0.1, 0.0, 0.1], [0.0, 0.0, 0.0], [-0.1, -0.2, -0.1], [0.1, 0.0, 0.0], [0.1, -0.1, 0.0], [0.0, -0.1, -0.1], [-0.8, -0.4, -1.0], [-1.5, 3.4, -2.0], [-0.3, 0.4, 0.5], [0.1, 0.0, 0.0], [0.2, -0.8, 0.4], [0.8, 0.4, 0.2], [0.9, -0.8, -0.5], [0.1, 0.0, -0.1], [-0.1, 0.2, -0.1], [0.3, -0.1, -0.3], [-0.1, 0.2, 0.2], [-0.2, 0.1, 0.2], [-0.1, 0.0, 0.0], [0.5, -0.6, -0.2], [0.1, 0.0, 0.1], [0.0, 0.1, 0.0], [0.0, 0.1, 0.1], [-0.3, 0.0, -0.7], [0.1, 0.1, 0.0], [0.6, -0.4, -0.1], [-1.4, -0.5, 0.7], [0.3, 0.0, 0.2], [0.1, -0.3, 0.3], [-0.1, 0.0, -0.1], [0.2, -0.5, 0.2], [0.0, -0.1, 0.1], [0.1, 0.1, 0.0], [-0.4, 0.0, 0.1], [0.2, 0.1, 0.0], [-0.1, 0.0, 0.0], [0.0, 0.4, 0.2], [0.1, -0.1, -0.1], [-0.7, 0.7, 0.0], [-0.1, -0.2, 0.2], [0.1, 0.1, 0.1], [0.1, 0.0, 0.0], [0.3, 0.0, -0.1], [0.0, -0.1, 0.0], [0.1, 0.0, 0.0], [-0.1, 0.3, 0.3], [-0.3, 0.5, 0.2], [-0.4, 0.2, -0.4], [0.0, 0.0, 0.0], [0.1, -0.5, -0.1], [0.0, 0.0, -0.1], [-0.2, 1.1, -0.8], [-1.1, 1.0, -0.6], [0.5, -1.2, -0.6], [0.1, 0.1, 0.0], [0.3, 0.1, 0.1], [-0.7, 0.8, 0.4], [-1.6, 1.5, 0.6], [0.0, 0.0, 0.0], [-0.1, 0.0, 0.1], [0.3, -0.3, -0.1], [0.3, -0.3, -0.3], [0.5, -0.1, 0.0], [0.8, 1.2, 0.1], [1.9, -2.1, 1.6]]}

{"formula": "C30H28O26Pd3", "method": "ωB97M-V with the def2-TZVPD basis set", "charge": 1, "lumo_ev": [-4.74, -6.58], "energy_ha": -3499.1105, "multiplicity": 8, "s_squared": 15.92, "gap_ev": [4.3, 4.3], "homo_ha": [-0.3334, -0.3987], "elements": ["H", "H", "O", "H", "H", "O", "C", "H", "O", "H", "C", "H", "C", "C", "O", "O", "C", "O", "H", "O", "O", "H", "H", "H", "H", "O", "C", "C", "O", "Pd", "H", "H", "C", "C", "O", "O", "C", "C", "O", "H", "O", "C", "C", "H", "O", "C", "C", "C", "C", "C", "O", "O", "O", "C", "O", "C", "O", "C", "H", "H", "H", "C", "O", "H", "Pd", "O", "H", "H", "C", "C", "C", "C", "H", "C", "C", "H", "C", "H", "C", "O", "H", "O", "O", "H", "H", "Pd", "O"], "coordinates": [[-16.266310, -54.616903, -9.446721], [-21.503877, -55.017326, -20.153464], [-19.043127, -53.334197, -19.465623], [-19.690115, -51.597752, -15.573874], [-17.828642, -47.750732, -16.163813], [-11.717455, -53.997130, -13.054439], [-16.630576, -45.958991, -18.170093], [-22.296977, -51.049987, -15.073292], [-21.191537, -49.591961, -18.943200], [-12.631726, -50.549896, -14.756161], [-16.998314, -51.116184, -14.167778], [-21.395181, -49.678869, -15.015803], [-17.879498, -53.391661, -7.478927], [-13.414761, -48.127003, -10.956371], [-12.751121, -54.744468, -16.133100], [-15.883205, -53.943605, -16.136988], [-14.590624, -49.336935, -9.573709], [-10.456535, -52.230021, -13.642202], [-20.173669, -55.062566, -21.278152], [-14.530113, -48.066552, -10.119557], [-9.211534, -54.304399, -18.998471], [-15.513098, -49.848698, -9.847992], [-17.598449, -48.832895, -17.546207], [-15.719259, -51.693828, -8.655140], [-10.147665, -50.201863, -13.107250], [-17.932083, -53.732416, -8.765304], [-12.846191, -54.172907, -19.705238], [-10.578607, -50.852014, -13.868635], [-19.570360, -55.384353, -19.251789], [-18.547956, -49.189042, -12.289278], [-13.550127, -54.123405, -20.522810], [-21.084997, -52.521559, -16.173941], [-15.309628, -53.409021, -13.722690], [-12.184269, -50.728488, -13.778415], [-14.412133, -54.228640, -13.785640], [-17.966650, -45.865026, -18.305262], [-13.376624, -50.103704, -9.994294], [-15.983476, -53.172589, -15.136519], [-16.607181, -52.795460, -7.248739], [-12.426278, -49.837693, -13.198746], [-14.347732, -55.512601, -18.301815], [-21.167561, -50.148041, -17.881528], [-10.510952, -54.299505, -18.813796], [-16.823423, -53.167534, -10.375228], [-18.790528, -53.632541, -6.660155], [-13.342430, -54.740230, -18.514045], [-17.542738, -47.796037, -17.214663], [-11.600199, -52.811194, -13.344340], [-16.843064, -51.975222, -15.244765], [-21.632095, -50.476868, -15.719491], [-12.822230, -47.154519, -11.546414], [-22.198067, -50.145367, -16.976430], [-16.366783, -47.111759, -17.442197], [-16.468948, -51.491572, -12.795957], [-17.553318, -54.748279, -18.437886], [-10.892077, -54.425598, -17.542268], [-20.109222, -50.915439, -17.361279], [-16.699234, -53.618145, -9.390535], [-12.609381, -50.389935, -9.274914], [-10.282361, -54.645860, -16.678483], [-19.087813, -47.420812, -18.694528], [-20.322300, -53.341703, -20.084363], [-11.105148, -53.646556, -21.126798], [-13.627706, -51.067358, -10.437506], [-13.030307, -55.639468, -14.227710], [-17.677070, -50.030741, -14.480468], [-19.370971, -46.682921, -17.187619], [-21.170879, -52.921854, -19.544250], [-20.598496, -51.546154, -16.174096], [-11.462965, -54.105075, -19.964204], [-12.372134, -54.555958, -17.289805], [-15.843839, -52.755463, -8.441816], [-10.178862, -50.392457, -14.772572], [-18.627752, -54.537648, -19.040241], [-18.557535, -47.004115, -17.838210], [-20.204059, -52.795920, -21.020444], [-20.431423, -54.843763, -20.241910], [-17.282167, -51.713099, -16.196017], [-15.614965, -52.539757, -12.587987], [-16.857128, -50.699665, -11.772787], [-14.935746, -53.351615, -8.352022], [-15.867545, -45.176751, -18.758389], [-12.670824, -51.952601, -13.335728], [-14.568906, -49.211827, -8.491134], [-15.281654, -52.743947, -11.581206], [-16.138323, -55.764243, -17.264678], [-12.823357, -49.275670, -10.936615]], "forces_ev_per_angstrom": [[0.0, 0.0, -0.3], [0.3, -1.2, 0.6], [2.4, 1.3, 1.3], [-0.3, -0.1, 0.5], [0.9, -0.6, 0.4], [0.8, 2.1, -0.5], [1.5, 1.7, -2.6], [-0.9, 0.1, -0.5], [0.3, -0.9, 1.4], [0.2, 0.0, -0.2], [-0.8, 1.4, 1.0], [0.8, 0.7, -1.0], [-1.4, -0.6, 2.8], [2.5, 7.0, -1.7], [0.1, 0.6, -2.3], [0.1, 0.0, 0.5], [-1.5, -1.3, 2.9], [1.3, -0.6, -0.4], [0.6, -0.8, 0.3], [2.3, 0.5, -2.6], [-2.7, 0.0, -0.4], [0.0, 0.1, -0.2], [0.8, 0.0, -0.1], [0.3, -0.3, -0.5], [0.2, -0.8, 0.6], [-1.5, -0.1, 0.2], [-2.3, -1.7, 0.1], [-3.0, 1.9, 0.6], [-1.0, -2.5, -0.6], [1.6, -1.3, -0.5], [0.2, 0.3, -0.3], [0.1, 0.0, -1.1], [-1.8, 2.4, -2.4], [1.3, 2.5, -1.8], [1.0, -1.8, 1.4], [1.7, 2.0, -0.4], [-0.1, -2.3, 0.3], [-0.9, 1.0, 2.2], [-2.0, -0.9, 1.1], [-0.3, -0.6, 0.6], [2.0, 1.3, -1.4], [0.2, -0.1, -0.4], [5.5, 0.2, -2.4], [-0.1, -0.2, 0.1], [4.0, 1.5, -3.0], [0.4, -0.7, 2.4], [-0.6, -1.6, 2.3], [-1.7, -1.9, 1.2], [1.8, -1.9, -0.4], [-0.3, -2.8, 1.4], [-3.7, -3.9, 2.4], [0.7, 0.8, -0.1], [2.1, 1.4, -1.0], [-2.2, 3.2, 0.6], [-3.1, 1.1, -2.0], [-3.9, -0.6, 2.1], [-1.7, 0.1, -1.6], [0.9, 0.6, -0.7], [-0.2, 0.7, 0.6], [0.4, 0.3, -0.2], [0.2, -0.6, -0.1], [0.6, -0.7, -0.6], [-0.7, -2.1, 4.3], [-0.3, 0.0, -0.4], [0.2, -0.7, 0.6], [0.3, -1.0, 2.0], [0.0, -0.2, 0.4], [0.6, 0.3, 0.7], [1.1, 2.4, 1.6], [1.2, 3.2, -4.0], [0.4, -1.0, 0.8], [-0.7, -0.9, -0.1], [0.0, -1.2, -0.5], [1.5, 1.9, 1.6], [-4.6, 0.8, -1.8], [-0.2, -0.1, 0.0], [-2.4, 1.2, -1.8], [-0.1, 0.0, -0.1], [-0.3, -1.3, -2.2], [-0.3, -0.4, -1.7], [0.4, 0.8, 0.5], [-1.9, -3.1, 2.9], [1.8, -1.2, 0.7], [-0.3, -0.1, 0.1], [0.4, -0.1, -0.2], [0.3, 0.3, 0.6], [1.2, -0.8, -1.3]]}

{"formula": "C30H29AsCl3FeN2OS", "method": "ωB97M-V with the def2-TZVPD basis set", "charge": 1, "lumo_ev": -2.23, "energy_ha": -6623.4621, "gap_ev": 7.9, "homo_ha": -0.3729, "elements": ["C", "H", "N", "C", "C", "Fe", "C", "H", "C", "H", "H", "H", "H", "C", "C", "H", "C", "C", "O", "H", "As", "H", "C", "Cl", "C", "C", "C", "C", "H", "H", "C", "H", "C", "H", "H", "H", "H", "C", "H", "H", "Cl", "H", "H", "C", "H", "H", "N", "C", "H", "C", "C", "C", "H", "C", "C", "C", "C", "H", "H", "H", "C", "H", "C", "C", "S", "C", "H", "Cl"], "coordinates": [[0.390774, -0.881228, 2.584558], [3.454561, 3.838976, 0.306868], [-0.707113, 2.326580, 0.030197], [0.049932, -0.610656, -2.793401], [-2.006356, -0.518615, 2.444823], [0.784156, 1.181434, -0.727847], [0.390690, -1.090795, 5.339324], [2.711514, -4.628320, -0.963764], [-0.301711, 2.599006, 1.421705], [2.531269, 1.675130, 1.038621], [-0.970291, -2.780073, -5.233089], [-1.815071, -2.734425, -0.348148], [-0.709660, 4.402350, -2.694780], [2.122480, 3.932598, -1.382534], [-0.598396, 3.453397, -2.171227], [3.585994, 2.475119, -0.802427], [-0.781223, -1.337800, -3.671975], [-4.087058, -0.079358, 0.640770], [-0.434670, 0.227032, -1.911531], [-3.521845, -0.383803, 3.968799], [0.119791, -0.659495, 0.683713], [-4.902786, 0.079160, -0.052533], [1.411784, -0.895643, -2.937067], [-2.489594, -1.085167, -3.560208], [2.878295, 3.149652, -0.318043], [-4.337307, -0.128409, 2.006997], [-1.761441, -0.464009, 1.067140], [1.721442, -4.211335, -0.832029], [2.505608, -1.406378, 5.165868], [3.013085, -1.973135, -3.882000], [1.948042, -1.794276, -3.838172], [-5.347927, -0.001702, 2.372289], [-0.289310, -2.244004, -4.587291], [0.724580, -5.891829, -1.714220], [0.393093, -1.178524, 6.417615], [-1.532724, 1.731673, 0.048666], [-0.522889, 4.399954, -0.242983], [1.127111, 3.113948, 1.431508], [-1.535243, -4.944496, -1.393808], [1.499789, 4.716434, -0.953155], [2.509242, -0.088455, -1.813897], [-2.580704, -0.217727, -0.899842], [-2.092268, 3.771203, -0.679869], [-0.804157, -0.860680, 4.673539], [2.831703, 4.416781, -2.051482], [-0.367909, 1.665093, 1.978901], [1.965815, 2.320082, 0.497318], [-0.813069, -0.755453, 3.287060], [2.445925, -2.410993, 0.064703], [1.581894, -1.217340, 4.635486], [-3.306112, -0.345450, 2.908911], [0.297107, -2.422220, -0.082965], [1.529740, 3.078919, 2.444385], [1.078099, -2.470438, -4.668521], [1.584453, -1.108229, 3.251137], [1.568954, -2.961253, -0.251623], [-0.821923, -3.144644, -0.479959], [1.160753, 4.158501, 1.120833], [2.513277, -1.220206, 2.703001], [-1.722933, -0.772223, 5.238800], [-1.021361, 3.559289, -0.726020], [-1.197289, 2.703370, -2.692652], [-0.663717, -4.389640, -1.072118], [0.605108, -4.920939, -1.251781], [1.074799, 2.805443, -2.358118], [-2.792454, -0.245012, 0.161804], [-0.968480, 3.315893, 1.911052], [1.694146, -3.622666, -5.805297]], "forces_ev_per_angstrom": [[0.1, -0.1, 0.0], [0.0, 0.0, 0.0], [0.0, -0.1, 0.0], [0.0, 0.0, 0.0], [0.0, 0.0, 0.0], [0.2, 0.0, -0.4], [0.0, 0.0, 0.0], [0.0, 0.0, 0.0], [-0.1, 0.1, 0.1], [0.0, 0.1, 0.1], [0.0, 0.0, 0.0], [0.0, 0.0, 0.0], [0.0, 0.0, 0.0], [0.0, 0.1, -0.1], [-0.1, 0.0, -0.2], [0.0, 0.0, 0.0], [0.1, 0.0, 0.0], [0.0, 0.0, 0.0], [-0.1, 0.0, -0.1], [0.0, 0.0, 0.0], [-0.1, 0.0, 0.0], [0.0, 0.0, 0.0], [0.0, 0.0, 0.0], [0.0, 0.0, 0.0], [0.1, 0.0, 0.0], [0.0, 0.0, 0.0], [0.0, -0.1, 0.0], [0.0, 0.0, 0.0], [0.0, 0.0, 0.0], [0.0, 0.0, 0.0], [0.0, 0.0, 0.0], [0.0, 0.0, 0.0], [0.0, 0.0, 0.0], [0.0, 0.0, 0.0], [0.0, 0.0, 0.0], [0.0, 0.0, 0.0], [0.0, 0.0, 0.0], [0.0, 0.1, 0.0], [0.0, 0.0, 0.0], [0.0, 0.0, 0.0], [-0.1, 0.0, 0.1], [0.0, 0.0, 0.0], [0.0, 0.0, 0.0], [0.0, 0.0, 0.0], [0.0, 0.0, 0.0], [0.0, 0.1, 0.0], [0.1, -0.2, 0.0], [0.0, 0.0, 0.0], [0.1, 0.0, 0.0], [0.0, 0.0, 0.0], [0.0, 0.0, 0.0], [0.0, -0.1, 0.1], [0.0, 0.0, 0.0], [0.0, 0.0, 0.0], [0.0, 0.0, 0.0], [0.0, 0.0, 0.0], [0.0, 0.1, -0.1], [0.0, 0.0, 0.0], [0.0, 0.0, 0.0], [0.0, 0.0, 0.0], [-0.1, 0.1, 0.1], [0.0, 0.0, 0.0], [0.0, 0.0, 0.0], [0.0, 0.0, 0.0], [0.1, -0.1, 0.1], [0.0, 0.0, 0.1], [0.0, 0.0, 0.0], [0.0, 0.0, 0.0]]}

Question: Number 2 is which compound?
Answer: C30H28O26Pd3

Question: What is the charge in the second record?
Answer: +1

Question: What is the charge in the third record?
Answer: +1

Question: charge of number 1 (C30H28N4O6RhS3)?
Answer: -2